(1)
{
  "formula": "C25H44O2P4Zr",
  "method": "ωB97M-V/def2-TZVPD",
  "total_charge": 4,
  "e_tot_ha": -2540.3793,
  "fmax_ev_per_a": 8.59,
  "lumo_ev": [-14.52, -14.52],
  "elements": ["H", "H", "C", "C", "H", "H", "P", "C", "O", "O", "H", "H", "P", "C", "H", "C", "H", "H", "H", "C", "H", "H", "C", "H", "C", "H", "H", "H", "H", "H", "C", "C", "H", "C", "C", "H", "H", "C", "C", "H", "H", "C", "P", "H", "H", "H", "C", "H", "C", "H", "C", "C", "C", "H", "H", "H", "C", "H", "H", "H", "H", "H", "Zr", "H", "C", "C", "H", "H", "H", "H", "H", "C", "P", "H", "C", "H"],
  "xyz": [[-1.803, -3.312, 1.310], [-3.207, 3.634, 1.970], [-0.551, 3.085, 2.870], [0.263, 4.194, -0.433], [3.652, -1.477, 2.894], [1.569, 3.816, -2.782], [2.307, -1.233, 1.005], [1.813, -1.686, -2.130], [-0.637, -1.558, 2.898], [2.180, 2.153, 1.519], [3.930, 0.544, 0.554], [-1.724, -0.768, -3.532], [-2.537, -1.368, 0.029], [-3.612, -1.360, -1.456], [-4.307, -0.027, 6.639], [0.315, -0.085, -3.263], [0.186, 0.707, -4.011], [-4.202, -0.027, 1.177], [-3.302, -1.007, 2.349], [-0.425, -1.006, 1.955], [2.569, -3.230, -0.304], [0.334, 4.928, -1.231], [-4.529, 0.876, 4.675], [0.152, 2.644, 3.584], [1.394, 1.420, 0.954], [-3.780, -0.300, -1.715], [2.495, 2.574, -1.835], [-2.225, 2.850, -1.804], [-5.621, 0.967, 4.738], [4.635, -1.165, 0.678], [-2.401, 0.240, 5.640], [2.648, -1.046, 2.786], [2.836, -2.052, -2.041], [-2.259, -3.184, 0.314], [-2.477, 1.282, 3.432], [1.144, 4.211, 0.209], [1.522, 2.059, -3.245], [-3.872, 1.424, 3.562], [-0.586, -2.203, -2.369], [-4.513, -1.793, 1.261], [-1.582, -3.586, -0.445], [-0.785, -0.959, -2.998], [-1.493, 1.810, 1.933], [3.771, -0.619, -0.837], [-1.338, -2.997, -2.437], [2.467, 0.112, -3.134], [3.836, -0.522, 0.255], [-1.795, -0.107, 6.503], [2.503, -3.023, 0.768], [-0.617, 0.746, 4.469], [-1.719, 0.725, 4.508], [-2.766, 2.976, 1.217], [1.591, -0.435, -2.780], [0.885, -3.553, -1.564], [-4.546, -1.846, -1.191], [-1.254, 3.741, 3.447], [-3.753, -1.006, 1.353], [-3.248, -3.656, 0.249], [-4.439, 1.872, 2.772], [1.597, -3.499, 1.203], [-0.620, 4.412, 0.168], [0.047, 3.736, 2.202], [0.241, -0.374, -0.655], [2.632, 0.009, 3.075], [-3.815, 0.283, 5.715], [1.590, 2.785, -2.435], [-2.304, 3.571, 0.419], [-1.368, 1.930, -3.075], [3.412, -3.255, 1.329], [-3.584, 2.377, 0.777], [1.906, -1.609, 3.359], [-1.301, 2.798, -2.414], [0.145, 2.586, -1.282], [-1.134, 3.722, -2.996], [0.718, -2.530, -1.887], [-3.120, -1.843, -2.305]]
}

---

(2)
{
  "formula": "C25H45BF8MgN2O6P2",
  "method": "ωB97M-V/def2-TZVPD",
  "total_charge": 0,
  "e_tot_ha": -3247.7080,
  "fmax_ev_per_a": 2.36,
  "de_lowest_ev": 0.7148,
  "lumo_ev": 0.26,
  "elements": ["H", "Mg", "C", "H", "H", "C", "H", "F", "P", "F", "H", "H", "C", "C", "H", "H", "C", "H", "P", "B", "N", "H", "H", "F", "H", "C", "C", "F", "C", "C", "N", "H", "H", "H", "H", "H", "O", "C", "O", "H", "H", "F", "H", "H", "H", "H", "H", "C", "C", "C", "C", "H", "H", "H", "F", "O", "C", "C", "H", "H", "O", "F", "H", "H", "F", "H", "H", "C", "H", "C", "C", "H", "C", "C", "H", "C", "C", "H", "H", "H", "C", "C", "H", "O", "H", "H", "H", "H", "O", "H"],
  "xyz": [[3.578, 3.318, 1.290], [-0.939, -0.322, -0.939], [2.219, 2.275, -0.012], [-4.325, -1.021, -4.646], [4.374, 2.391, 0.013], [-2.055, 2.902, -0.788], [2.454, 2.012, 4.876], [-0.591, -2.328, -0.458], [-0.250, -0.413, 2.030], [-1.315, -4.497, -0.465], [3.925, -2.737, 1.472], [5.330, 0.564, -0.896], [1.002, 3.085, 0.402], [-3.368, -3.158, -3.631], [6.490, -0.334, 0.096], [2.026, -1.167, 2.359], [-2.316, 4.209, -0.456], [-3.116, -2.100, 2.236], [1.886, -0.341, 0.090], [-0.190, -3.741, -0.559], [-2.317, -1.071, -2.532], [-0.407, -1.384, -3.233], [-1.096, 0.632, 4.970], [0.654, -3.992, 0.501], [-1.422, 1.279, -4.197], [-0.849, 0.708, -3.454], [-2.352, -2.855, 2.393], [0.447, -3.866, -1.749], [4.447, -0.947, 0.373], [-1.932, 5.246, -1.292], [-1.106, 1.220, -2.136], [1.523, 3.022, 3.757], [-3.119, -2.719, -1.541], [-2.157, 6.267, -1.051], [4.886, -3.016, 0.021], [-2.935, -2.893, -4.593], [3.252, -0.962, -0.419], [-1.261, 4.910, -2.455], [-0.860, -1.138, 3.300], [0.126, 2.442, 0.400], [-0.775, -4.356, 4.210], [-2.520, 1.888, -0.002], [1.147, -2.283, 1.299], [0.392, -3.051, 4.480], [5.654, -2.346, 1.468], [-4.329, -0.756, -2.134], [5.757, -1.090, -1.327], [-1.428, -2.437, 3.519], [1.304, -1.240, 1.549], [1.908, 2.022, 3.935], [-1.268, -0.770, -3.508], [-1.570, -1.022, -4.535], [4.292, -0.267, 1.224], [2.579, 1.757, 3.122], [-0.208, 3.382, -3.897], [-1.173, -0.143, 0.921], [-1.330, 2.512, -1.946], [-0.330, -3.462, 3.777], [0.090, 1.462, 5.995], [1.159, 0.036, 4.245], [2.252, 1.057, 0.766], [-2.965, 4.500, 0.690], [-1.798, -2.978, 1.469], [-2.008, -2.288, 4.441], [-0.879, 5.908, -3.281], [-3.369, 0.709, -2.307], [-0.769, 2.344, 4.715], [-0.949, 3.603, -2.776], [0.214, 0.773, -3.720], [-2.589, -2.515, -2.477], [5.582, -0.415, -0.495], [-3.360, 0.449, -4.785], [-0.322, 1.394, 4.992], [4.746, -2.354, 0.871], [0.173, -3.744, 2.856], [-4.071, -0.085, -4.159], [-3.545, -0.281, -2.729], [-2.821, -3.804, 2.643], [-3.295, -4.240, -3.526], [2.135, 1.997, -1.071], [3.520, 3.024, 0.244], [0.760, 1.023, 3.989], [3.554, 3.913, -0.379], [1.004, -0.238, -1.077], [0.846, 3.905, -0.294], [-4.425, -2.901, -3.627], [1.135, 3.487, 1.403], [-4.979, 0.513, -4.094], [0.162, 0.955, 2.686], [-1.630, -3.026, -2.445]]
}

---

(3)
{
  "formula": "C25H45BrF3N2O2Si",
  "method": "ωB97M-V/def2-TZVPD",
  "total_charge": -1,
  "e_tot_ha": -4402.6027,
  "fmax_ev_per_a": 8.78,
  "lumo_ev": 1.90,
  "elements": ["C", "H", "C", "C", "N", "H", "F", "C", "H", "N", "H", "H", "F", "C", "H", "H", "H", "C", "H", "H", "H", "H", "H", "H", "C", "H", "H", "H", "H", "H", "H", "O", "C", "H", "H", "C", "H", "H", "H", "C", "H", "C", "Si", "H", "O", "C", "C", "H", "C", "H", "H", "H", "H", "H", "C", "Br", "C", "F", "C", "H", "H", "H", "C", "H", "H", "H", "H", "H", "C", "C", "C", "C", "H", "C", "C", "H", "H", "H", "C"],
  "xyz": [[-3.367, 7.181, -4.308], [1.622, -3.070, 7.237], [2.641, -1.180, 6.889], [-1.831, 5.048, -3.986], [-1.626, -1.415, 3.545], [-0.480, 5.026, -2.252], [3.445, -1.242, 8.015], [1.425, -2.219, 1.698], [-2.997, 6.067, -2.366], [0.140, -5.789, 4.829], [0.091, -2.380, 5.701], [-0.364, -3.972, -2.501], [1.498, -0.397, 7.227], [1.038, -6.538, -2.592], [0.961, -6.078, 2.251], [3.037, -0.486, 0.217], [0.605, 1.495, 0.219], [1.586, 1.233, -0.299], [0.084, 2.769, -4.309], [2.464, -2.285, 2.133], [-0.703, -3.764, 0.982], [-1.544, 7.031, -3.005], [1.983, 3.216, -2.848], [-1.107, 2.522, -2.931], [1.061, 2.871, -2.280], [3.029, -3.263, 6.053], [1.278, -1.275, 4.810], [2.257, 0.962, -2.412], [-3.284, 8.303, -4.146], [3.640, -5.336, -2.033], [1.521, -0.937, -0.689], [-5.270, 7.082, -2.717], [1.206, -3.421, 4.025], [-3.077, 6.982, -5.387], [-5.577, 7.369, -4.793], [-0.164, -4.228, 1.872], [-0.071, -6.716, -2.780], [3.657, -5.630, -0.228], [-6.859, 7.673, -1.531], [1.108, -0.681, 1.452], [1.458, -2.708, 0.670], [1.108, -2.320, 5.195], [1.311, -5.257, -1.176], [-0.945, -4.797, 2.451], [0.587, -5.944, 0.218], [1.936, -0.259, 0.134], [2.177, -2.594, 6.364], [1.170, -3.011, -2.425], [0.427, -2.967, 2.691], [-2.631, 4.255, -3.879], [-7.077, 8.030, -3.312], [2.431, 1.893, 0.056], [1.607, -7.497, -2.431], [0.900, 3.480, -1.332], [-0.181, 3.083, -3.247], [0.386, -0.392, 9.011], [0.961, -5.272, 1.444], [3.397, -0.501, 5.887], [-0.436, 4.667, -3.331], [0.000, -3.035, -0.963], [2.008, -4.842, 1.441], [3.461, -3.883, -0.903], [3.196, -4.982, -1.045], [-1.763, 5.289, -5.099], [0.447, 0.693, -2.188], [0.031, -0.451, 1.213], [1.439, -6.042, -3.535], [2.301, -3.623, 3.787], [0.466, -3.644, -1.789], [-6.683, 7.271, -2.572], [0.584, -4.737, 4.654], [-4.904, 6.803, -4.080], [-4.974, 5.683, -4.290], [-0.798, -2.116, 3.154], [1.327, 1.348, -1.876], [0.376, 5.197, -3.921], [-7.258, 6.295, -2.694], [1.486, -0.102, 2.358], [-2.420, 6.375, -3.296]]
}

---

(4)
{
  "formula": "C25H45Cl12ISi",
  "method": "ωB97M-V/def2-TZVPD",
  "total_charge": 0,
  "e_tot_ha": -7089.0336,
  "fmax_ev_per_a": 2.58,
  "smiles": "C[C@H](I)C[Si@H](C)CCCc1ccccc1.ClCCCl.ClCCCl.ClCCCl.ClCCCl.ClCCCl.ClCCCl",
  "lumo_ev": 0.37,
  "elements": ["H", "H", "H", "Cl", "H", "C", "H", "H", "H", "H", "H", "H", "C", "H", "H", "Cl", "H", "H", "Cl", "C", "C", "C", "H", "C", "C", "H", "H", "H", "C", "H", "H", "C", "H", "H", "H", "C", "Cl", "C", "C", "C", "Cl", "H", "C", "C", "C", "Cl", "H", "H", "C", "H", "I", "H", "C", "Cl", "C", "C", "C", "Cl", "H", "H", "Cl", "H", "H", "C", "H", "H", "Cl", "H", "H", "H", "C", "H", "Cl", "H", "Cl", "H", "H", "H", "H", "Si", "H", "C", "H", "C"],
  "xyz": [[-3.400, -0.672, -3.586], [4.954, -0.798, -0.751], [3.084, 0.478, -2.352], [-8.649, 5.290, -2.001], [1.655, 1.932, -0.180], [-0.090, -1.589, -2.958], [1.116, 0.160, -3.621], [3.950, 1.808, 0.067], [-0.118, -2.019, -3.983], [7.163, 1.475, 0.215], [-2.963, -6.369, 1.865], [5.345, -1.025, -3.413], [-2.460, -5.616, 2.472], [1.038, -2.266, 4.538], [0.996, 2.421, -1.816], [-1.665, -4.462, 1.373], [3.805, -1.733, 5.103], [-3.219, -5.058, 3.021], [-5.350, 0.195, -0.561], [-0.586, -1.594, -0.530], [-3.923, -0.036, -1.608], [0.419, -0.192, 4.545], [-7.016, 6.995, -0.314], [5.669, 0.034, -3.268], [0.623, -0.343, -2.750], [5.431, -3.287, 6.274], [7.527, -1.900, -1.872], [-7.860, 1.973, -2.122], [0.778, 0.315, -1.455], [-0.386, 0.431, 4.157], [6.495, -2.345, -0.384], [2.997, 1.542, -1.985], [-8.962, 7.544, -2.629], [6.679, 0.264, -3.686], [-1.054, -2.079, 0.381], [0.123, -0.345, -0.319], [-0.119, -1.939, 2.509], [4.242, 1.802, -1.016], [0.187, -1.654, 4.241], [-8.147, 6.994, -2.159], [1.954, 0.403, 3.858], [-7.291, 7.009, -2.835], [7.228, 0.706, -0.606], [5.348, -2.226, 6.505], [-1.485, -6.245, 3.441], [2.678, -2.657, 6.939], [-3.488, 0.951, -1.769], [3.856, -0.659, 6.502], [-4.276, -0.667, -2.937], [3.039, 2.182, -2.898], [7.525, -0.855, 2.084], [8.233, -2.726, -0.450], [-8.192, 2.392, -4.197], [-9.160, 7.797, 0.253], [-7.466, 2.636, -2.895], [3.972, -1.693, 6.179], [7.477, -1.944, -0.752], [-7.743, 3.579, -5.450], [-0.910, -5.489, 3.976], [0.476, -0.044, 5.624], [-5.720, 2.297, -3.021], [4.926, 0.670, -3.823], [0.202, 0.151, 0.670], [1.594, 1.642, -1.259], [9.031, -0.538, -0.187], [-5.070, -0.124, -3.441], [5.769, -1.999, 8.221], [6.098, -1.690, 5.922], [-2.028, -6.842, 4.174], [-9.267, 2.487, -4.043], [-7.760, 7.601, -0.830], [-3.200, -0.642, -1.063], [-4.797, -2.365, -2.759], [7.926, 1.106, -1.399], [-0.339, -7.339, 2.629], [-0.692, -2.008, 4.782], [-7.588, 3.671, -2.554], [-7.340, 8.595, -0.988], [4.667, 2.826, -1.225], [5.510, 0.418, -1.394], [-1.227, -3.228, -1.974], [7.919, -0.609, -0.046], [-7.989, 1.396, -4.589], [-0.702, -2.260, -1.814]]
}